{
  "formula": "C77H183N13O13",
  "method": "wB97M-V/def2-TZVPD",
  "max_force_ev_per_a": 4.0,
  "multiplicity": 1,
  "relative_energy_kj_mol": 349.0,
  "charge": 0,
  "e_homo_ha": -0.2785,
  "energy_ev": -128791.296,
  "lumo_energy_ev": 0.418,
  "species": ["C", "C", "C", "O", "C", "N", "H", "H", "H", "H", "H", "H", "H", "H", "H", "H", "H", "C", "C", "C", "O", "C", "N", "H", "H", "H", "H", "H", "H", "H", "H", "H", "H", "H", "C", "C", "C", "O", "C", "N", "H", "H", "H", "H", "H", "H", "H", "H", "H", "H", "H", "C", "C", "C", "O", "C", "N", "H", "H", "H", "H", "H", "H", "H", "H", "H", "H", "H", "C", "C", "C", "O", "C", "N", "H", "H", "H", "H", "H", "H", "H", "H", "H", "H", "H", "C", "C", "C", "O", "C", "N", "H", "H", "H", "H", "H", "H", "H", "H", "H", "H", "H", "C", "C", "C", "O", "C", "N", "H", "H", "H", "H", "H", "H", "H", "H", "H", "H", "H", "C", "C", "C", "O", "C", "N", "H", "H", "H", "H", "H", "H", "H", "H", "H", "H", "H", "C", "C", "C", "C", "C", "C", "N", "O", "C", "C", "C", "H", "H", "H", "H", "H", "H", "H", "H", "H", "H", "H", "H", "H", "H", "H", "H", "H", "H", "H", "C", "C", "C", "C", "C", "C", "N", "O", "C", "C", "C", "H", "H", "H", "H", "H", "H", "H", "H", "H", "H", "H", "H", "H", "H", "H", "H", "H", "H", "H", "C", "C", "C", "C", "C", "C", "N", "O", "C", "C", "C", "H", "H", "H", "H", "H", "H", "H", "H", "H", "H", "H", "H", "H", "H", "H", "H", "H", "H", "H", "C", "C", "C", "C", "C", "C", "N", "O", "C", "C", "C", "H", "H", "H", "H", "H", "H", "H", "H", "H", "H", "H", "H", "H", "H", "H", "H", "H", "H", "H", "C", "C", "C", "C", "C", "C", "N", "O", "C", "C", "C", "H", "H", "H", "H", "H", "H", "H", "H", "H", "H", "H", "H", "H", "H", "H", "H", "H", "H", "H"],
  "xyz": [[4.13, 1.89, 1.94], [4.12, 1.18, 3.29], [5.41, 1.61, 4.15], [6.69, 1.60, 3.53], [7.26, 0.39, 3.10], [2.94, 1.29, 4.04], [4.05, 2.98, 1.94], [3.39, 1.49, 1.25], [5.03, 1.71, 1.35], [4.22, 0.10, 3.18], [5.38, 1.06, 5.09], [5.33, 2.65, 4.46], [6.78, -0.03, 2.21], [7.37, -0.34, 3.91], [8.25, 0.49, 2.66], [2.89, 0.65, 4.82], [2.14, 1.11, 3.44], [2.47, -1.61, -5.61], [2.53, -1.04, -4.21], [3.90, -0.57, -3.76], [3.82, -0.24, -2.39], [4.82, -0.79, -1.57], [1.61, 0.07, -4.09], [1.51, -2.13, -5.63], [3.22, -2.38, -5.76], [2.45, -0.81, -6.35], [2.26, -1.81, -3.50], [4.12, 0.37, -4.25], [4.66, -1.28, -4.09], [4.69, -1.87, -1.50], [4.81, -0.30, -0.60], [5.82, -0.69, -2.00], [1.61, 0.53, -3.19], [1.92, 0.87, -4.63], [4.14, -4.34, -0.03], [5.59, -4.02, 0.41], [6.63, -4.53, -0.58], [7.99, -4.46, -0.08], [8.94, -5.07, -0.92], [5.58, -2.69, 0.86], [4.03, -5.42, -0.12], [3.93, -3.89, -1.00], [3.35, -4.07, 0.68], [5.75, -4.61, 1.32], [6.58, -3.95, -1.50], [6.44, -5.57, -0.83], [8.84, -6.15, -1.07], [9.93, -4.88, -0.50], [9.02, -4.73, -1.95], [4.73, -2.54, 1.39], [6.36, -2.59, 1.49], [-0.88, 1.76, 1.35], [-0.52, 0.25, 1.59], [0.50, -0.30, 0.54], [0.74, -1.73, 0.75], [1.37, -2.20, -0.46], [-0.07, 0.13, 2.91], [-1.65, 2.11, 2.05], [-1.20, 1.98, 0.33], [0.02, 2.37, 1.47], [-1.42, -0.37, 1.54], [1.40, 0.31, 0.65], [0.16, -0.01, -0.46], [2.36, -1.75, -0.57], [0.75, -1.98, -1.33], [1.45, -3.28, -0.36], [-0.69, 0.54, 3.60], [-0.04, -0.88, 3.01], [0.81, 9.14, 1.53], [1.17, 8.22, 2.74], [1.50, 6.72, 2.37], [1.83, 6.19, 3.68], [2.02, 4.77, 3.59], [2.39, 8.83, 3.30], [0.44, 10.15, 1.73], [0.03, 8.63, 0.97], [1.68, 9.32, 0.88], [0.35, 8.22, 3.47], [2.37, 6.54, 1.74], [0.66, 6.16, 1.96], [2.89, 4.50, 2.99], [1.09, 4.38, 3.19], [2.32, 4.27, 4.51], [2.24, 9.66, 3.86], [2.87, 8.17, 3.89], [3.40, -4.31, 3.92], [2.54, -3.08, 3.55], [2.04, -2.42, 4.88], [3.17, -1.82, 5.65], [2.75, -1.46, 7.00], [3.24, -2.08, 2.72], [4.42, -4.08, 4.21], [3.36, -5.00, 3.07], [2.93, -5.00, 4.62], [1.66, -3.46, 3.04], [1.67, -3.18, 5.56], [1.22, -1.70, 4.80], [2.11, -0.58, 6.88], [3.55, -1.09, 7.64], [2.32, -2.35, 7.47], [3.70, -1.37, 3.28], [2.63, -1.60, 2.08], [-2.04, -6.30, 1.29], [-1.15, -5.25, 0.59], [-1.75, -4.67, -0.72], [-1.78, -5.72, -1.69], [-2.35, -5.17, -2.86], [-0.95, -4.15, 1.49], [-2.99, -5.99, 1.73], [-1.42, -6.73, 2.08], [-2.20, -7.11, 0.58], [-0.15, -5.63, 0.36], [-1.06, -3.91, -1.07], [-2.66, -4.09, -0.57], [-2.35, -5.92, -3.65], [-1.69, -4.36, -3.16], [-3.37, -4.83, -2.66], [-1.85, -3.72, 1.64], [-0.37, -3.50, 0.98], [-2.00, -3.27, 6.47], [-2.12, -3.66, 4.97], [-3.07, -2.70, 4.30], [-3.47, -3.08, 3.00], [-4.42, -2.20, 2.47], [-0.83, -3.48, 4.31], [-2.92, -3.36, 7.04], [-1.51, -2.31, 6.67], [-1.37, -3.96, 7.04], [-2.34, -4.73, 5.00], [-2.54, -1.75, 4.23], [-3.97, -2.64, 4.90], [-5.35, -2.23, 3.04], [-4.66, -2.54, 1.47], [-4.04, -1.19, 2.64], [-0.08, -4.04, 4.71], [-0.95, -3.65, 3.33], [2.01, 3.09, -0.78], [1.38, 4.19, -1.61], [1.43, 5.43, -0.71], [1.27, 6.74, -1.57], [2.32, 6.77, -2.69], [2.26, 5.49, -3.63], [2.22, 4.26, -2.81], [2.23, 3.12, -3.56], [1.02, 5.65, -4.58], [3.56, 5.56, -4.37], [-0.08, 3.89, -1.94], [1.70, 2.95, 0.26], [3.10, 3.14, -0.86], [1.78, 2.18, -1.33], [0.55, 5.54, -0.08], [2.37, 5.53, -0.16], [1.61, 7.54, -0.91], [0.21, 6.86, -1.80], [3.33, 6.91, -2.30], [2.10, 7.60, -3.35], [0.10, 5.93, -4.07], [1.11, 6.39, -5.37], [0.63, 4.76, -5.06], [4.46, 5.44, -3.76], [3.53, 4.80, -5.14], [3.55, 6.51, -4.90], [-0.65, 3.66, -1.05], [-0.21, 3.10, -2.67], [-0.62, 4.71, -2.43], [3.18, 2.99, -3.65], [-5.21, 1.99, 0.06], [-5.46, 3.46, 0.37], [-4.08, 4.15, 0.15], [-3.80, 4.49, -1.30], [-4.97, 5.29, -1.88], [-6.36, 4.57, -1.85], [-6.54, 4.10, -0.44], [-7.71, 3.45, -0.24], [-7.49, 5.58, -2.12], [-6.38, 3.42, -2.93], [-5.75, 3.65, 1.79], [-4.96, 1.76, -0.97], [-6.12, 1.39, 0.12], [-4.43, 1.57, 0.70], [-3.95, 5.08, 0.71], [-3.23, 3.62, 0.59], [-3.73, 3.58, -1.90], [-2.95, 5.13, -1.53], [-4.69, 5.42, -2.92], [-4.98, 6.31, -1.50], [-8.47, 5.13, -2.27], [-7.54, 6.22, -1.24], [-7.47, 6.08, -3.09], [-5.42, 2.91, -2.86], [-7.19, 2.72, -2.74], [-6.52, 3.87, -3.91], [-5.95, 4.68, 2.07], [-4.99, 3.20, 2.43], [-6.63, 3.08, 2.10], [-8.06, 3.95, 0.50], [-1.70, 0.61, -2.91], [-2.58, -0.61, -3.09], [-4.01, -0.16, -3.62], [-4.18, 0.29, -5.11], [-3.66, -0.87, -6.02], [-2.22, -1.37, -5.59], [-2.05, -1.58, -4.10], [-0.75, -2.01, -3.76], [-1.96, -2.80, -6.30], [-1.24, -0.41, -6.31], [-2.78, -1.24, -1.74], [-0.69, 0.41, -2.58], [-2.13, 1.27, -2.16], [-1.60, 1.19, -3.83], [-4.66, -1.04, -3.55], [-4.36, 0.62, -2.94], [-3.68, 1.20, -5.44], [-5.21, 0.40, -5.42], [-3.69, -0.52, -7.05], [-4.24, -1.80, -6.00], [-2.46, -3.59, -5.75], [-2.38, -2.67, -7.30], [-0.89, -2.97, -6.23], [-0.18, -0.63, -6.17], [-1.44, -0.43, -7.38], [-1.22, 0.66, -6.13], [-3.25, -0.61, -0.98], [-1.80, -1.52, -1.34], [-3.41, -2.12, -1.83], [-0.25, -1.23, -3.99], [-0.61, 3.02, 4.91], [-1.71, 2.56, 5.93], [-1.43, 3.17, 7.34], [-2.01, 4.51, 7.73], [-3.52, 4.43, 7.33], [-3.74, 4.12, 5.84], [-3.10, 2.82, 5.54], [-3.47, 2.23, 4.30], [-5.25, 3.98, 5.63], [-3.37, 5.31, 4.95], [-1.53, 1.01, 6.03], [0.24, 2.39, 4.66], [-1.08, 2.94, 3.93], [-0.07, 3.95, 5.06], [-1.62, 2.37, 8.05], [-0.38, 3.41, 7.52], [-1.96, 4.72, 8.79], [-1.50, 5.21, 7.07], [-4.02, 5.30, 7.75], [-4.04, 3.64, 7.88], [-5.51, 3.59, 4.65], [-5.59, 4.99, 5.87], [-5.76, 3.36, 6.37], [-3.39, 6.23, 5.54], [-3.87, 5.34, 3.98], [-2.29, 5.22, 4.80], [-0.53, 0.77, 6.41], [-2.25, 0.52, 6.69], [-1.63, 0.62, 5.02], [-4.15, 1.60, 4.51], [-1.53, -8.68, -4.49], [-0.12, -8.33, -4.98], [-0.27, -7.70, -6.40], [1.01, -6.98, -6.84], [1.45, -5.99, -5.88], [1.65, -6.45, -4.40], [0.53, -7.38, -4.02], [0.59, -7.85, -2.75], [3.00, -7.18, -4.26], [1.46, -5.13, -3.54], [0.76, -9.61, -5.11], [-2.32, -8.37, -5.17], [-1.76, -8.43, -3.45], [-1.72, -9.75, -4.44], [-0.51, -8.42, -7.18], [-1.04, -6.92, -6.44], [0.82, -6.49, -7.80], [1.79, -7.73, -6.98], [0.68, -5.21, -5.86], [2.35, -5.50, -6.23], [3.13, -7.88, -3.44], [3.36, -7.61, -5.19], [3.70, -6.36, -4.10], [2.15, -4.31, -3.72], [0.46, -4.68, -3.58], [1.76, -5.31, -2.51], [0.28, -10.27, -5.84], [0.86, -10.09, -4.14], [1.70, -9.35, -5.58], [-0.15, -7.42, -2.32]]
}


{
  "formula": "C77H77ClF7IN2O6S2",
  "method": "wB97M-V/def2-TZVPD",
  "smiles": "C=Cc1c(COC(C)=O)c(I)c2c(c1CCCSC(=S)N(CC)CC)C(=O)c1c(CON=O)cc(CCCC)c(C[C@H](C)Cl)c1C2=O.Fc1ccccc1.Fc1ccccc1.Fc1ccccc1.Fc1ccccc1.Fc1ccccc1.Fc1ccccc1.Fc1ccccc1",
  "max_force_ev_per_a": 8.4,
  "multiplicity": 1,
  "charge": 0,
  "e_homo_ha": -0.2981,
  "energy_ev": -157644.750,
  "lumo_energy_ev": -1.520,
  "species": ["C", "C", "C", "C", "C", "O", "C", "C", "O", "C", "I", "C", "C", "C", "C", "C", "C", "S", "C", "S", "N", "C", "C", "C", "C", "C", "O", "C", "C", "C", "O", "N", "O", "C", "C", "C", "C", "C", "C", "C", "C", "C", "C", "Cl", "C", "C", "O", "H", "H", "H", "H", "H", "H", "H", "H", "H", "H", "H", "H", "H", "H", "H", "H", "H", "H", "H", "H", "H", "H", "H", "H", "H", "H", "H", "H", "H", "H", "H", "H", "H", "H", "H", "H", "H", "H", "H", "H", "H", "H", "F", "C", "C", "C", "C", "C", "C", "H", "H", "H", "H", "H", "F", "C", "C", "C", "C", "C", "C", "H", "H", "H", "H", "H", "F", "C", "C", "C", "C", "C", "C", "H", "H", "H", "H", "H", "F", "C", "C", "C", "C", "C", "C", "H", "H", "H", "H", "H", "F", "C", "C", "C", "C", "C", "C", "H", "H", "H", "H", "H", "F", "C", "C", "C", "C", "C", "C", "H", "H", "H", "H", "H", "F", "C", "C", "C", "C", "C", "C", "H", "H", "H", "H", "H"],
  "xyz": [[1.74, -2.51, 1.68], [1.81, -1.62, 0.47], [0.43, -0.90, -0.01], [-0.40, -1.47, -1.30], [-0.05, -2.72, -2.26], [1.16, -3.49, -2.00], [2.36, -2.93, -2.62], [3.82, -3.49, -2.01], [2.44, -2.07, -3.63], [-1.82, -0.66, -1.64], [-3.05, -1.35, -3.37], [-2.38, 0.61, -0.76], [-1.49, 1.15, 0.54], [-0.09, 0.40, 0.91], [0.76, 0.97, 2.21], [1.81, 2.11, 1.63], [3.35, 1.55, 1.80], [4.52, 2.15, 0.44], [5.12, 0.69, -0.59], [4.18, 0.32, -2.00], [6.33, -0.17, -0.30], [7.27, -0.29, -1.48], [7.36, -1.84, -2.08], [7.05, 0.24, 0.97], [6.17, -0.34, 2.26], [-2.14, 2.43, 1.40], [-1.41, 3.46, 1.85], [-3.80, 2.33, 1.61], [-4.49, 2.77, 3.04], [-3.70, 3.37, 4.35], [-3.54, 2.25, 5.31], [-3.15, 1.18, 4.59], [-3.44, 0.13, 5.14], [-6.12, 2.58, 3.16], [-7.03, 1.97, 1.90], [-8.65, 1.80, 2.23], [-8.76, 0.55, 3.30], [-9.07, -0.91, 2.55], [-7.67, -1.78, 2.32], [-6.35, 1.56, 0.42], [-7.26, 0.97, -0.81], [-6.68, -0.41, -1.50], [-6.78, -0.19, -3.14], [-7.82, -1.88, -1.14], [-4.70, 1.76, 0.32], [-3.83, 1.39, -1.06], [-4.26, 1.74, -2.27], [1.34, -2.07, 2.72], [2.02, -3.65, 1.67], [2.85, -1.52, -0.07], [-0.14, -2.33, -3.39], [-0.96, -3.49, -2.16], [4.43, -4.11, -2.78], [4.39, -2.59, -1.52], [3.57, -4.24, -1.11], [1.29, 0.13, 2.83], [0.03, 1.56, 2.94], [1.74, 3.15, 2.21], [1.51, 2.34, 0.51], [3.77, 1.95, 2.82], [3.31, 0.37, 1.85], [7.04, 0.47, -2.36], [8.35, -0.04, -1.09], [8.45, -2.28, -1.95], [7.07, -1.74, -3.23], [6.63, -2.59, -1.53], [7.25, 1.41, 1.05], [8.12, -0.27, 1.07], [5.79, 0.60, 2.85], [6.87, -1.04, 2.91], [5.29, -0.97, 1.78], [-4.34, 4.22, 4.89], [-2.65, 3.85, 4.11], [-6.65, 2.89, 4.16], [-9.02, 2.79, 2.79], [-9.32, 1.69, 1.28], [-9.53, 0.76, 4.18], [-7.71, 0.39, 3.84], [-9.71, -0.80, 1.58], [-9.68, -1.55, 3.36], [-7.08, -1.94, 3.34], [-6.95, -1.24, 1.53], [-7.88, -2.85, 1.88], [-8.35, 0.71, -0.42], [-7.41, 1.86, -1.58], [-5.63, -0.74, -1.12], [-7.17, -1.16, -3.69], [-5.76, 0.09, -3.64], [-7.56, 0.67, -3.40], [-9.42, 4.15, 0.00], [-9.66, 5.29, 0.65], [-8.85, 5.66, 1.72], [-9.10, 6.85, 2.39], [-10.17, 7.66, 2.00], [-10.98, 7.28, 0.93], [-10.72, 6.09, 0.24], [-8.03, 5.01, 2.01], [-8.47, 7.15, 3.22], [-10.37, 8.59, 2.53], [-11.81, 7.91, 0.62], [-11.34, 5.79, -0.60], [5.23, -8.58, -0.49], [3.97, -8.41, -0.07], [3.18, -7.43, -0.67], [1.86, -7.26, -0.25], [1.35, -8.05, 0.78], [2.16, -9.02, 1.38], [3.47, -9.20, 0.95], [3.59, -6.82, -1.47], [1.23, -6.50, -0.72], [0.33, -7.91, 1.12], [1.76, -9.63, 2.19], [4.10, -9.96, 1.40], [7.50, -4.85, -2.33], [7.94, -5.32, -3.50], [7.74, -6.66, -3.82], [8.19, -7.15, -5.05], [8.85, -6.29, -5.94], [9.05, -4.95, -5.60], [8.59, -4.46, -4.38], [7.23, -7.31, -3.12], [8.03, -8.19, -5.31], [9.21, -6.67, -6.89], [9.57, -4.29, -6.29], [8.73, -3.42, -4.11], [-8.72, 1.22, -4.91], [-9.76, 2.05, -4.79], [-10.69, 2.14, -5.81], [-11.78, 3.01, -5.69], [-11.91, 3.79, -4.54], [-10.97, 3.70, -3.51], [-9.89, 2.82, -3.63], [-10.57, 1.53, -6.70], [-12.51, 3.08, -6.48], [-12.75, 4.47, -4.44], [-11.07, 4.31, -2.62], [-9.15, 2.73, -2.84], [10.66, 0.49, -1.92], [10.55, 1.82, -1.87], [10.69, 2.56, -3.05], [10.58, 3.95, -3.00], [10.34, 4.58, -1.78], [10.20, 3.84, -0.61], [10.31, 2.45, -0.66], [10.89, 2.04, -3.98], [10.68, 4.53, -3.91], [10.25, 5.67, -1.75], [10.02, 4.34, 0.34], [10.20, 1.85, 0.24], [13.41, 2.48, -3.78], [14.32, 1.60, -3.35], [15.60, 2.04, -3.03], [16.55, 1.12, -2.58], [16.21, -0.23, -2.46], [14.92, -0.67, -2.79], [13.97, 0.25, -3.24], [15.85, 3.09, -3.13], [17.55, 1.45, -2.32], [16.95, -0.95, -2.11], [14.66, -1.72, -2.71], [12.97, -0.06, -3.49], [-9.21, 2.18, 6.27], [-8.69, 1.49, 7.28], [-7.34, 1.63, 7.59], [-6.79, 0.92, 8.65], [-7.60, 0.05, 9.39], [-8.95, -0.10, 9.08], [-9.50, 0.63, 8.02], [-6.72, 2.31, 7.00], [-5.74, 1.03, 8.91], [-7.17, -0.51, 10.22], [-9.58, -0.78, 9.65], [-10.55, 0.54, 7.76]]
}